Entry from the Open Molecules 2025 dataset: the ion C3H5N2 with charge +1 at a distorted geometry (ωB97M-V with the def2-TZVPD basis set).

## Properties
**DFT total energy**: -6159.9640 eV
**Net charge**: +1
**Relative energy (zero: lowest compared OMol25 entry of this formula, charge and spin)**: 136.71 kcal per mole
**Maximum force**: 2.63 eV/A
**Orbital gap (spin up / spin down)**: 0.2802 / 0.3010 Eh

CARTESIAN COORDINATES (ANGSTROEM)
C: -1.239 -0.957 0.207
C: 0.196 -1.075 -0.141
C: -0.686 1.090 -0.112
N: -1.697 0.271 -0.046
N: 0.592 0.399 0.053
H: 0.756 -1.609 0.692
H: 0.506 -1.503 -1.179
H: -0.656 2.178 -0.073
H: 0.857 0.249 1.047
H: 1.372 0.958 -0.447

Atoms 1-2, force components in eV/Å:
C -0.595 -0.239 -0.076
C 1.677 -1.824 -0.893

---

Entry from the Open Molecules 2025 dataset: the ion C3H5N2O with charge +1 at a distorted geometry (ωB97M-V with the def2-TZVPD basis set).

## Properties
**DFT total energy**: -8209.7537 eV
**Net charge**: +1
**Relative energy (zero: lowest compared OMol25 entry of this formula, charge and spin)**: 79.32 kcal per mole
**Maximum force**: 3.66 eV/A
**Orbital gap**: 0.2962 Eh

CARTESIAN COORDINATES (ANGSTROEM)
C: -0.984 0.218 0.010
C: 1.207 -0.738 -0.012
C: 0.405 1.335 0.017
N: -0.204 -0.897 0.045
N: -2.240 0.155 -0.013
O: 1.443 0.663 -0.001
H: 1.737 -1.173 0.850
H: 1.663 -1.145 -0.932
H: 0.418 2.423 0.030
H: -0.623 -1.816 0.058
H: -2.823 0.976 -0.052

Atoms 1-2, force components in eV/Å:
C 0.577 0.387 -0.013
C 0.213 -2.177 -0.078

---

Entry from the Open Molecules 2025 dataset: a cluster of 2 separate species, C3H5N2O in total at a distorted geometry (ωB97M-V with the def2-TZVPD basis set).

## Properties
**DFT total energy**: -8202.8910 eV
**Net charge**: +1
**Relative energy (zero: lowest compared OMol25 entry of this formula, charge and spin)**: 237.58 kcal per mole
**Maximum force**: 3.31 eV/A
**Orbital gap (spin up / spin down)**: 0.2801 / 0.2829 Eh

CARTESIAN COORDINATES (ANGSTROEM)
C: 0.518 0.760 -0.654
C: -1.259 -0.646 0.453
C: 1.573 0.026 -0.068
N: 2.520 -0.840 0.057
N: -2.370 0.291 0.010
O: 1.336 1.239 0.348
H: 2.482 -1.699 -0.484
H: 3.315 -0.562 0.599
H: -3.332 -0.072 0.427
H: -2.260 0.276 -1.038
H: -2.525 1.227 0.351

Atoms 1-2, force components in eV/Å:
C -2.460 -2.093 -0.730
C 0.818 1.280 -0.092

---

Entry from the Open Molecules 2025 dataset: a cluster of 2 separate species, C3H5N2O in total at a distorted geometry (ωB97M-V with the def2-TZVPD basis set).

## Properties
**DFT total energy**: -8207.9411 eV
**Net charge**: +1
**Relative energy (zero: lowest compared OMol25 entry of this formula, charge and spin)**: 121.12 kcal per mole
**Maximum force**: 5.73 eV/A
**Orbital gap**: 0.3666 Eh

CARTESIAN COORDINATES (ANGSTROEM)
C: -1.290 1.872 0.016
C: -1.910 0.853 0.674
C: 1.273 -1.319 -0.173
N: -0.053 1.442 -0.292
N: 0.025 0.296 0.132
O: -1.058 -0.125 0.844
H: -1.606 2.886 -0.338
H: -2.882 0.720 1.044
H: 0.402 -1.885 -0.327
H: 1.873 -0.890 -1.071
H: 1.794 -1.638 0.797

Atoms 1-2, force components in eV/Å:
C -1.326 1.948 -0.554
C -0.238 1.566 0.016

---

> What is the formula in the second record?

C3H5N2O

---

> What is the DFT total energy in the third record?

-8202.8910 eV

---

> Which of these has the lowest maximum force?

C3H5N2

---

> Look up the relative energy (zero: lowest compared OMol25 entry of this formula, charge and spin) of the second one.

79.32 kcal per mole